10 unconnected molecules or ions with the total composition C27H75Br6O28P7 in a non-equilibrium geometry, computed with the ωB97M-V functional and the def2-TZVPD basis.

Output
Kohn-Sham gap ... 10.20 eV
SMILES ... COP(=O)(OC)OC.COP(=O)(OC)OC.COP(=O)(OC)OC.COP(=O)(OC)OC.COP(=O)(OC)OC.COP(=O)(OC)OC.COP(=O)(OC)OC.BrCCBr.BrCCBr.BrCCBr
Total energy ... -21014.496107 Ha
Relative energy (zero: lowest compared OMol25 entry of this formula, charge and spin) ... 132.0 kcal per mole
Lowest unoccupied orbital energy ... 0.16 eV

CARTESIAN COORDINATES (ANGSTROEM)
C -4.2886 9.0567 2.0885
O -3.0572 9.5121 1.4869
P -1.6290 9.4309 2.2206
O -1.0518 8.0737 2.2491
O -0.8296 10.5757 1.3996
C 0.1235 10.2730 0.4033
O -1.8601 10.1287 3.6984
C -2.1650 11.5038 3.9208
H -4.7686 8.2558 1.5262
H -5.0033 9.8750 2.1768
H -4.1795 8.5942 3.0694
H -0.3076 10.4988 -0.5720
H 0.3301 9.2046 0.3405
H 1.0564 10.8135 0.5634
H -3.2277 11.7449 3.8957
H -1.6540 12.0786 3.1484
H -1.7669 11.7758 4.8984
C -5.6701 -1.0654 5.5772
O -6.9238 -1.4095 6.0377
P -7.2373 -2.9798 6.4718
O -6.1689 -3.5999 7.2801
O -7.5775 -3.6204 5.0043
C -7.8270 -5.0029 4.8984
O -8.6676 -2.7294 7.2064
C -9.0369 -3.3832 8.4141
H -5.6880 -1.1301 4.4892
H -4.8737 -1.6704 6.0107
H -5.4628 -0.0188 5.8004
H -8.8958 -5.1311 4.7267
H -7.4815 -5.5094 5.7996
H -7.3557 -5.4065 4.0023
H -10.0369 -3.8160 8.4409
H -9.1262 -2.7233 9.2770
H -8.4572 -4.2831 8.6195
C 3.5214 3.6347 -6.9048
O 3.1453 4.9739 -7.0821
P 1.6774 5.5371 -6.7348
O 1.4176 5.8430 -5.3332
O 0.6922 4.4246 -7.3611
C -0.6636 4.6046 -7.4421
O 1.5637 6.7860 -7.7790
C 2.4892 7.8846 -7.5512
H 2.6889 3.0361 -6.5349
H 4.3389 3.4158 -6.2180
H 3.7978 3.1077 -7.8180
H -0.8092 4.9529 -8.4646
H -0.9736 5.5088 -6.9183
H -1.2759 3.7320 -7.2148
H 2.3168 8.6784 -8.2780
H 3.5360 7.5807 -7.5524
H 2.3037 8.3439 -6.5803
C 4.6977 -5.6323 -0.4711
O 5.0588 -6.9619 -0.4284
P 6.5345 -7.4158 0.1347
O 7.6347 -6.4871 -0.1970
O 6.2800 -7.4555 1.7083
C 6.0033 -6.2916 2.4552
O 6.7249 -8.9280 -0.3105
C 7.9835 -9.4969 -0.3302
H 4.3396 -5.4507 -1.4844
H 5.5153 -4.9175 -0.3782
H 4.0058 -5.2680 0.2883
H 4.9477 -6.2387 2.7217
H 6.2675 -5.3663 1.9432
H 6.6696 -6.2549 3.3170
H 8.4859 -9.3165 0.6202
H 8.6237 -9.0125 -1.0675
H 8.0175 -10.5709 -0.5133
C -4.7960 3.4197 -1.8788
O -5.6685 2.9082 -2.7876
P -7.2323 2.5635 -2.2951
O -8.0468 3.7013 -1.8655
O -7.9074 1.7372 -3.5762
C -7.1746 0.7931 -4.3010
O -7.0533 1.5024 -1.0621
C -8.1815 0.9240 -0.4162
H -3.8296 2.9258 -1.9800
H -5.0313 3.3116 -0.8200
H -4.6799 4.4295 -2.2724
H -7.1317 0.9582 -5.3776
H -7.5093 -0.2439 -4.2730
H -6.1128 0.6782 -4.0829
H -8.1948 -0.1659 -0.4234
H -9.1215 1.3011 -0.8191
H -8.0722 1.1518 0.6441
C -0.7352 -6.2727 -6.3103
O -0.0829 -5.0789 -6.7627
P -0.7814 -3.6402 -6.5239
O -2.1976 -3.4837 -7.0209
O -0.8074 -3.4253 -4.8731
C -0.7837 -2.1009 -4.2845
O 0.2565 -2.5076 -7.0661
C 0.4195 -2.1888 -8.4474
H -0.8599 -7.0064 -7.1068
H -1.7340 -6.0668 -5.9255
H -0.1141 -6.8095 -5.5932
H -1.6996 -1.9161 -3.7230
H -0.6546 -1.2712 -4.9794
H 0.0026 -1.9825 -3.5390
H 1.4481 -2.3013 -8.7900
H 0.1518 -1.1554 -8.6675
H -0.2480 -2.7575 -9.0947
C -1.8731 -10.8985 0.0246
O -1.1763 -9.7971 0.5217
P -0.8504 -9.7443 2.1218
O -1.9984 -10.1575 2.9470
O 0.4376 -10.7924 2.2880
C 1.0698 -11.0058 3.5148
O -0.2804 -8.2555 2.4384
C -1.1935 -7.1822 2.6608
H -2.6809 -10.6879 -0.6762
H -2.1841 -11.4783 0.8936
H -1.1086 -11.3715 -0.5918
H 2.1479 -11.1198 3.4013
H 0.5937 -11.8508 4.0122
H 0.9651 -10.1758 4.2135
H -0.7722 -6.5111 3.4093
H -2.1555 -7.5423 3.0254
H -1.3569 -6.7061 1.6940
Br 4.7435 8.2886 6.6600
C 5.9818 9.2705 5.4902
C 5.2457 9.5912 4.2408
Br 6.6171 10.4641 3.1560
H 6.7900 8.5596 5.3186
H 6.2171 10.1560 6.0808
H 4.4541 10.3103 4.4515
H 4.9180 8.7294 3.6595
Br 9.9728 0.2002 4.5347
C 11.0348 0.3689 2.8505
C 11.5513 1.8096 2.5754
Br 10.0168 2.9978 2.4218
H 10.4020 0.0304 2.0301
H 11.7960 -0.4064 2.9385
H 12.1640 1.9042 1.6789
H 12.1963 2.1087 3.4015
Br 4.2911 1.7647 0.4153
C 3.1492 2.8397 1.5826
C 3.3026 2.4075 3.0244
Br 2.1147 0.8573 3.3742
H 2.1225 2.9066 1.2228
H 3.5293 3.8486 1.4221
H 2.8410 3.1256 3.7021
H 4.3373 2.3165 3.3547



8 unconnected molecules or ions with the total composition C27H75N5O10 in a non-equilibrium geometry, computed with the ωB97M-V functional and the def2-TZVPD basis.

Output
Kohn-Sham gap (spin up / spin down) ... 1.32 / 7.92 eV
Charge ... -1
Total energy ... -2099.563004 Ha
Spin multiplicity ... 2
Lowest unoccupied orbital energy (spin up / spin down) ... 1.87 / 1.83 eV

CARTESIAN COORDINATES (ANGSTROEM)
C -0.9836 -3.1119 -3.0057
O -0.2217 -3.2440 -4.1823
C 0.7127 -2.2244 -4.3967
C 0.9979 -2.3245 -5.9663
N -0.2096 -1.8265 -6.6621
C -0.2767 -2.0761 -8.1229
C 1.0389 -1.8726 -8.9023
O 0.8399 -1.6468 -10.2524
C 0.2284 -0.4719 -10.5056
H -1.6451 -2.2535 -3.1227
H -0.3976 -2.9629 -2.0987
H -1.6588 -3.9448 -2.8094
H 1.5742 -2.4775 -3.7787
H 0.3526 -1.2267 -4.1456
H 1.2499 -3.3571 -6.2077
H 1.8819 -1.7220 -6.1755
H -1.0253 -2.3071 -6.3104
H -1.0072 -1.3485 -8.4765
H -0.7517 -3.0311 -8.3477
H 1.6325 -2.7691 -8.7234
H 1.6176 -1.0679 -8.4488
H -0.8442 -0.4687 -10.3118
H 0.3463 -0.1361 -11.5359
H 0.6640 0.3937 -10.0065
C 1.1115 5.9977 7.5729
O 0.0408 5.3960 6.8357
C -0.4617 4.2019 7.3835
C -1.8146 3.8239 6.7007
N -1.5531 3.6915 5.2883
C -2.8197 3.3882 4.5931
C -3.3883 1.9096 4.7178
O -2.7187 0.8577 4.0646
C -3.3238 -0.4452 4.0386
H 0.7419 6.4175 8.5084
H 1.5832 6.8312 7.0523
H 1.9365 5.3158 7.7791
H -0.6729 4.4183 8.4307
H 0.3844 3.5148 7.3810
H -2.6057 4.5493 6.8905
H -2.0924 2.8504 7.1048
H -1.0037 2.8440 5.2909
H -2.6901 3.5120 3.5179
H -3.5814 4.0727 4.9664
H -4.3960 1.9606 4.3054
H -3.5631 1.7210 5.7770
H -3.5771 -0.8656 5.0118
H -2.6009 -1.1279 3.5918
H -4.2400 -0.4810 3.4491
C -5.2780 -1.9810 1.1231
O -4.6518 -0.7306 0.8468
H -4.5948 -2.8224 1.0073
H -5.6349 -2.0111 2.1526
H -6.1433 -2.1043 0.4718
H -5.2368 -0.0327 1.1507
C -1.0895 -1.6767 0.4540
O -1.6016 -0.3842 0.3040
H -1.7794 -2.4114 0.0390
H -0.1031 -1.7422 -0.0051
H -1.0445 -1.8553 1.5283
H -2.5453 -0.4418 0.4705
C 2.5606 -0.4874 -1.8752
O 3.4620 -1.5959 -1.8816
H 1.6153 -0.8404 -1.4629
H 2.9705 0.3339 -1.2874
H 2.5673 -0.2112 -2.9296
H 4.3162 -1.2980 -2.2031
C 1.5648 1.0068 1.8833
C 0.4698 0.8442 2.9340
C 1.0750 1.3913 4.2709
O 0.2273 1.6146 5.4231
C -0.0875 0.3856 6.1875
N -0.7033 1.5462 2.4425
H 1.2579 0.7363 0.8730
H 2.4119 0.3840 2.1708
H 2.0082 2.0018 1.9213
H 0.2814 -0.2275 2.9975
H 1.4831 2.3766 4.0457
H 1.9511 0.8468 4.6231
H -0.7872 0.6141 6.9914
H 0.7724 -0.0380 6.7065
H -0.5392 -0.3702 5.5450
H -0.8803 1.1950 1.5122
H -1.5111 1.3135 3.0025
C 4.1479 -4.0473 0.6868
C 2.6077 -4.0811 0.6794
C 2.0978 -3.0449 1.7049
O 2.5927 -3.3587 2.9866
C 2.2596 -2.4154 4.0492
N 2.1178 -3.9421 -0.6912
H 4.5715 -3.0895 0.3847
H 4.4450 -4.8520 0.0142
H 4.5574 -4.1739 1.6889
H 2.2761 -5.0929 0.9126
H 1.0196 -3.1661 1.8097
H 2.1750 -1.9889 1.4464
H 1.1948 -2.1830 4.0305
H 2.6745 -1.4260 3.8569
H 2.5205 -2.6934 5.0704
H 2.6901 -3.2842 -1.2008
H 2.3821 -4.8086 -1.1376
C -0.9701 1.8683 -1.9509
C -0.3082 2.7173 -2.9902
C 0.7793 1.9881 -3.7931
O 0.9831 2.7766 -5.0054
C 1.9310 2.0864 -5.8400
N -1.3263 3.1217 -3.9410
H -1.6661 2.5329 -1.4391
H -0.2000 1.5255 -1.2599
H -1.4845 1.0097 -2.3827
H 0.1041 3.6189 -2.5372
H 0.4234 0.9934 -4.0614
H 1.6527 1.9713 -3.1412
H 2.8778 1.8786 -5.3414
H 2.2355 2.7031 -6.6856
H 1.5415 1.1210 -6.1629
H -0.7700 3.3026 -4.7643
H -1.7275 2.2276 -4.1855



9 unconnected molecules or ions with the total composition C27H75N9O15 in a non-equilibrium geometry, computed with the ωB97M-V functional and the def2-TZVPD basis.

Output
Kohn-Sham gap ... 7.84 eV
SMILES ... COCCNCCOC.COCCNCCOC.COCCNCCOC.NC(N)=O.NC(N)=O.NC(N)=O.OCCO.OCCO.OCCO
Total energy ... -2695.043231 Ha
Relative energy (zero: lowest compared OMol25 entry of this formula, charge and spin) ... 0.0 kcal per mole
Lowest unoccupied orbital energy ... -0.17 eV

CARTESIAN COORDINATES (ANGSTROEM)
C 4.1101 -1.1018 -0.9318
O 4.0054 -2.2671 -0.1442
C 5.0499 -3.1773 -0.4414
C 6.3942 -2.5951 0.0848
N 6.3566 -2.0141 1.4318
C 6.2388 -2.9670 2.5388
C 4.8342 -3.5407 2.7984
O 4.0038 -2.4672 3.1575
C 2.6236 -2.6845 2.8974
H 5.0337 -0.5418 -0.7677
H 3.2907 -0.4120 -0.7732
H 4.0789 -1.3391 -2.0014
H 5.1462 -3.2812 -1.5306
H 4.8907 -4.1975 -0.1012
H 6.7121 -1.8494 -0.6421
H 7.1371 -3.3989 0.0717
H 5.3994 -1.6427 1.4541
H 6.4752 -2.5151 3.5041
H 6.8986 -3.8196 2.3462
H 4.9240 -4.3087 3.5776
H 4.4202 -4.0393 1.9161
H 2.4886 -2.7821 1.8181
H 1.9747 -1.9085 3.2969
H 2.3380 -3.6043 3.4231
C 1.0678 -7.6555 -2.2542
O 1.5874 -6.4052 -1.8160
C 1.3712 -5.3833 -2.7598
C 2.2759 -4.1979 -2.4468
N 2.4990 -3.2563 -3.5418
C 1.3082 -2.4733 -3.8640
C 0.5946 -1.7757 -2.6869
O -0.4821 -1.0054 -3.1795
C -0.2678 0.3855 -3.2167
H -0.0210 -7.6493 -2.3317
H 1.3213 -8.3504 -1.4539
H 1.5735 -7.9682 -3.1687
H 0.3146 -5.0853 -2.7364
H 1.6216 -5.7273 -3.7717
H 3.2121 -4.6829 -2.1586
H 1.9044 -3.6503 -1.5743
H 3.2900 -2.6811 -3.3008
H 0.5297 -3.0266 -4.3871
H 1.6542 -1.6663 -4.5163
H 1.2270 -1.1905 -2.0089
H 0.1692 -2.5402 -2.0287
H -1.2388 0.8550 -3.3794
H 0.2665 0.6748 -4.1353
H 0.2291 0.8342 -2.3560
C -8.4604 2.3391 -2.3169
O -8.6690 3.0503 -1.1038
C -8.2663 2.3449 0.0636
C -6.7669 2.4384 0.3571
N -6.0498 1.3621 -0.3006
C -4.6117 1.6051 -0.3468
C -3.8961 0.3531 -0.8112
O -4.2889 0.0973 -2.1459
C -3.8127 -1.1622 -2.6084
H -8.9097 1.3448 -2.2794
H -7.3899 2.2605 -2.5267
H -8.8738 2.9293 -3.1324
H -8.6744 1.3310 0.1781
H -8.8315 2.7638 0.9064
H -6.7000 2.3184 1.4427
H -6.4299 3.4393 0.0608
H -6.3746 1.1401 -1.2270
H -4.2070 1.9844 0.5955
H -4.4021 2.4627 -1.0055
H -4.2317 -0.5026 -0.2052
H -2.8055 0.3613 -0.7068
H -4.2593 -1.9047 -1.9367
H -2.7243 -1.2279 -2.6625
H -4.2273 -1.3856 -3.5913
N -0.0638 1.5431 6.3323
C -0.7407 1.3789 5.1502
N -0.1325 0.5181 4.2927
O -1.7974 1.9432 4.9108
H 0.8049 1.1139 6.5889
H -0.4044 2.1973 7.0134
H -0.5938 0.1607 3.4747
H 0.6962 0.0848 4.6535
N -0.3449 2.6218 0.8761
C -0.0086 1.3134 0.6920
N 1.2209 1.0846 0.1991
O -0.8221 0.3999 0.8751
H -0.9843 2.8437 1.6240
H 0.1887 3.3644 0.4225
H 1.5251 0.1313 0.1292
H 1.8462 1.8012 -0.1585
N 5.1709 3.3046 0.4948
C 4.5047 3.1327 -0.6619
N 5.0895 3.6646 -1.7640
O 3.4004 2.5746 -0.7625
H 4.7338 2.9677 1.3342
H 5.9572 3.9252 0.5102
H 6.0651 3.8978 -1.6995
H 4.6733 3.5238 -2.6650
O -0.9625 -1.8584 2.1868
C -0.7771 -2.7769 1.1201
C -1.9037 -2.6558 0.1125
O -3.0834 -3.3700 0.4616
H -1.0516 -0.9878 1.7402
H 0.1586 -2.5449 0.5893
H -0.7074 -3.8058 1.4727
H -1.5809 -3.0640 -0.8502
H -2.1342 -1.6168 -0.1319
H -3.4634 -2.9626 1.2471
O -2.6824 5.5430 5.3360
C -1.8922 6.0938 4.2801
C -1.2083 5.0243 3.4294
O -2.0243 4.6018 2.3384
H -3.0886 4.7491 4.9660
H -2.5104 6.7368 3.6449
H -1.1415 6.7095 4.7789
H -0.9404 4.1966 4.1018
H -0.2153 5.2910 3.0628
H -2.9463 4.6273 2.6098
O 0.8526 4.1908 -1.1056
C 0.3212 3.9873 -2.4404
C -1.1952 4.0801 -2.4022
O -1.7248 2.9099 -1.8013
H 1.7795 3.9158 -1.1657
H 0.7470 4.8065 -3.0328
H 0.7054 3.0286 -2.7938
H -1.5397 4.2551 -3.4210
H -1.4830 4.9743 -1.8402
H -1.2616 2.7632 -0.9625